{"formula": "C6H14N2O2", "method": "ωB97M-V/def2-TZVPD", "e_tot_ha": -497.020323, "smiles": "CNC(C)=O.CNC(C)=O", "max_force_ev_per_a": 1.82, "orbital_gap_ha": 0.376, "multiplicity": 1, "total_charge": 0, "relative_energy_ev": 1.012, "symbols": ["C", "C", "C", "O", "N", "H", "H", "H", "H", "H", "H", "H", "C", "C", "C", "O", "N", "H", "H", "H", "H", "H", "H", "H"], "positions_angstrom": [[1.75782, 2.10755, -0.83783], [-0.66564, 1.97775, 2.06437], [1.34323, 1.91765, 0.60591], [2.06143, 1.56567, 1.51189], [-0.01286, 2.19167, 0.76926], [1.54869, 3.12224, -1.19141], [-0.60693, 2.08286, -0.02930], [-1.46886, 1.25883, 1.89543], [2.84877, 2.11138, -0.90173], [1.29762, 1.43619, -1.55129], [0.01112, 1.65298, 2.84405], [-1.09886, 2.92343, 2.39471], [0.39455, -2.36658, 0.93397], [-1.47427, -1.59525, -2.27769], [-1.18341, -2.22827, -0.93969], [-1.79484, -3.21563, -0.57302], [-0.25098, -1.63654, -0.13096], [0.39300, -0.95746, -0.49749], [1.44406, -2.60290, 0.73889], [-2.56442, -1.57602, -2.37787], [0.33049, -1.86856, 1.89984], [-0.01088, -3.35193, 1.17232], [-1.02245, -0.62560, -2.45371], [-1.27638, -2.32346, -3.06864]], "atomic_forces_ev_per_a": [[1.260, 1.096, -0.050], [-0.545, 0.427, -0.672], [-1.728, -0.031, -0.585], [0.259, 0.229, -0.048], [1.152, -0.458, 1.101], [-0.527, -0.050, 0.247], [0.023, 0.210, -0.284], [0.021, -0.068, 0.431], [-0.107, -0.708, -0.017], [-0.009, -0.385, 0.044], [0.292, -0.258, -0.257], [-0.121, -0.063, 0.056], [0.247, -1.053, 1.372], [-0.829, -0.592, -0.123], [-0.205, -0.318, 0.271], [0.139, 0.095, -0.201], [0.683, -0.224, 0.009], [-0.368, 0.233, -0.525], [0.037, 0.493, -0.254], [0.058, 0.583, 0.320], [0.113, 0.488, -0.113], [-0.636, 0.180, -0.702], [0.058, 0.019, -0.116], [0.732, 0.154, 0.093]]}